CH3Cl2OPS | wB97M-V/def2-TZVPD

Geometry as XYZ:
```
9
Properties=species:S:1:pos:R:3:mulliken_charge:R:1
O 0.7598 0.3935 1.4325 -0.45
P 1.3050 0.6126 0.0525 0.71
S 2.4677 2.1786 -0.1862 -0.36
Cl 2.1603 -1.1737 -0.4062 -0.24
C -0.2742 0.2386 -0.9856 -0.54
Cl -1.6825 0.8954 -0.0541 -0.17
H 0.8628 1.1779 2.1283 0.37
H -0.3890 -0.8475 -1.2192 0.33
H -0.1802 0.8200 -1.8022 0.35
```

DFT total energy: -1775.11789 Eh
strongest force on any atom: 0.126 hartree/bohr
SMILES string: O[P@@](=S)(Cl)CCl
2S+1: 1
HOMO: -9.6 eV
orbital gap: 9.936 eV

CH3Cl2OPS | wB97M-V/def2-TZVPD

Geometry as XYZ:
```
9
Properties=species:S:1:pos:R:3:mulliken_charge:R:1
C -0.4145 -0.4461 -0.6406 -0.49
O -4.7681 0.7948 0.7142 -0.38
P -0.0853 1.3432 -0.4003 0.00
S -3.7857 0.7185 -0.2940 0.53
Cl -1.4629 -1.0182 0.6170 -0.16
Cl -4.1375 2.2462 -1.5595 -0.18
H 0.5259 -0.8671 -0.5078 0.36
H -0.9013 -0.6689 -1.6193 0.28
H -0.1556 1.4357 0.9575 0.05
```

DFT total energy: -1774.96117 Eh
strongest force on any atom: 0.071 hartree/bohr
2S+1: 1
HOMO (spin up / spin down): -8.9 / -8.9 eV
orbital gap (spin up / spin down): 7.502 / 7.740 eV

CH3Cl2PS | wB97M-V/def2-TZVPD

Geometry as XYZ:
```
8
Properties=species:S:1:pos:R:3:mulliken_charge:R:1
C -0.6345 0.7094 0.0691 -0.81
P 0.9624 -0.3552 0.0781 0.36
S -1.3740 -3.1664 0.7434 -0.02
Cl 1.3280 -0.7490 -1.9313 -0.23
Cl 2.3517 0.9983 0.4123 -0.21
H -0.6583 1.6129 -0.4830 0.35
H -1.4865 0.0054 -0.0226 0.27
H -0.4888 0.9445 1.1339 0.29
```

DFT total energy: -1699.75384 Eh
strongest force on any atom: 0.059 hartree/bohr
2S+1: 1
HOMO (spin up / spin down): -9.4 / -9.4 eV
orbital gap (spin up / spin down): 6.531 / 6.500 eV

The following energy above the lowest of the compared OMol25 structures with the same formula, charge and spin values (in kJ/mol) correspond, in order, to the records above: 119.1, 530.6, 353.7.